10
Properties=species:S:1:pos:R:3:mulliken_charge:R:1 method="wB97M-V/def2-TZVPD" mol_weight_da=113.14 gap_ev=9.33 homo_energy_ha=-0.3328 smiles="N#CN1CSC=N1"
S 1.82702 -0.16228 -0.64979 -0.130
N -0.12259 1.28196 0.23018 -0.605
N -0.59438 0.04106 0.44720 0.345
N -3.00802 -0.31668 -0.66754 -0.327
C -1.99091 -0.11880 -0.21080 0.225
C 1.05258 1.36753 -0.20273 -0.026
C 0.30031 -1.04042 0.25819 -0.481
H 1.74246 2.18314 -0.20593 0.383
H 0.13555 -2.02124 -0.35550 0.336
H 0.65798 -1.21428 1.35673 0.280